Molecular formula: C3H34NO16
Method: DFT, wB97M-V/def2-TZVPD

Results
Energy relative to the best compared isomer or geometry (same formula, charge and spin) (kJ/mol): 560.64
Total charge: -1
Highest occupied orbital energy (eV): -6.7611
Lowest unoccupied orbital energy (eV): 2.3
2S+1: 1

Last column: natural (NBO) charge in e.
Geometry (Å):
H: 2.049 -2.339 -1.228  0.5064
H: -4.235 1.569 -0.366  0.4696
H: -3.383 1.288 -2.440  0.4697
H: 0.717 1.146 -0.627  0.3801
H: -2.430 3.328 1.453  0.4621
H: 3.643 -0.125 -0.557  0.4834
H: 0.626 4.638 -1.359  0.2062
O: -2.506 1.049 -2.020  -0.9589
O: 0.990 -4.422 -0.334  -0.9566
H: 3.762 0.016 -3.113  0.4774
O: 3.696 0.856 -0.475  -0.9518
H: -0.988 3.905 -0.720  0.2168
H: 1.735 -0.302 -3.441  0.4787
H: 1.829 3.200 0.319  0.1707
H: 0.371 -1.483 -1.594  0.4810
O: 0.602 -1.841 -0.732  -1.0367
H: -2.045 -1.473 -1.515  0.4699
O: 0.986 -0.125 -4.023  -0.9596
O: -1.134 -0.587 3.816  -0.9819
H: 1.276 -4.044 0.468  0.4574
C: 0.778 2.894 0.311  -0.2312
C: 0.238 0.729 1.354  0.8864
H: 3.407 0.743 0.515  0.4653
O: -3.693 -1.558 1.298  -0.9574
H: 2.867 0.525 2.949  0.4478
H: -1.083 0.384 3.723  0.4808
H: 3.425 -1.491 -2.812  0.4940
O: -0.113 -0.525 1.245  -0.8333
H: -0.345 -3.678 1.753  0.4660
O: -0.956 -4.483 1.683  -0.9606
H: -2.672 0.410 -1.312  0.4897
O: 2.564 0.503 3.884  -0.9394
H: -4.076 -0.822 1.712  0.4716
H: -2.951 -2.735 -1.273  0.4860
H: -1.122 3.044 1.806  0.4805
H: -0.809 -0.783 2.985  0.4787
O: 3.458 -0.909 -3.561  -0.9539
H: 0.611 0.737 -3.647  0.4597
H: 0.157 2.893 -1.648  0.1824
H: -3.007 -1.921 1.808  0.4858
H: -0.647 -4.886 0.830  0.4851
N: 0.498 1.496 0.227  -0.6585
O: 3.046 -2.380 -0.988  -1.0307
O: -1.575 3.771 1.451  -0.9402
H: 1.671 0.627 3.817  0.4892
H: 0.448 3.260 1.321  0.2285
H: 0.548 -3.692 -0.743  0.4935
O: -4.004 2.142 0.356  -0.9513
H: 3.218 -3.094 -0.424  0.4776
H: 0.376 -1.212 0.017  0.5152
O: 0.165 1.283 2.474  -0.8091
O: -2.886 -1.843 -1.672  -0.9541
C: 0.195 3.609 -0.941  -0.6069
H: -3.288 2.711 -0.013  0.4788

---

Molecular formula: C3H36N2O14
Method: DFT, wB97M-V/def2-TZVPD

Results
Energy relative to the best compared isomer or geometry (same formula, charge and spin) (kJ/mol): 0.00
Total charge: +1
Highest occupied orbital energy (spin up / spin down) (eV): -13.4273 / -12.8946
Lowest unoccupied orbital energy (spin up / spin down) (eV): -2.7 / -8.3
2S+1: 2

Last column: natural (NBO) charge in e.
Geometry (Å):
H: 1.279 -4.182 1.081  0.4995
H: -0.146 3.324 -2.104  0.4944
C: 1.184 1.295 0.108  -0.0708
H: 0.745 -2.546 -2.463  0.5065
O: -4.107 -1.667 0.826  -0.9783
H: -0.650 -0.896 0.673  0.4005
H: 3.314 0.528 -0.949  0.4748
O: -1.042 3.328 -1.772  -0.9931
O: -1.167 -2.828 3.081  -0.9595
N: 0.099 2.708 1.800  -0.7969
H: 1.651 -2.171 1.688  0.5037
H: 3.172 1.504 -4.058  0.4964
H: -2.179 1.916 4.383  0.4857
H: 4.662 -0.021 -1.113  0.4839
O: 0.377 -1.012 -3.486  -1.0047
N: -1.352 -0.330 0.214  -0.5027
O: 2.320 0.766 0.680  -0.6910
C: -1.334 1.066 0.682  -0.2914
H: -0.604 1.778 -3.892  0.4552
H: -4.523 -1.407 1.652  0.4950
H: 2.322 0.627 -3.047  0.4955
H: -1.691 1.617 -0.186  0.2608
H: -0.164 3.416 1.128  0.3998
H: 2.170 -0.084 1.170  0.5236
H: 1.514 2.318 -0.093  0.2005
H: -4.237 -2.595 0.646  0.4961
H: 0.122 -0.587 5.005  0.4742
H: -2.323 -0.601 0.159  0.4440
H: -2.278 1.037 -2.660  0.4875
H: 1.250 -3.136 -0.107  0.5167
H: -1.962 1.112 1.578  0.3041
H: -1.593 4.029 -2.124  0.5060
O: 2.297 1.196 -3.820  -0.9887
H: 0.523 2.149 -4.734  0.4827
O: -1.472 1.508 3.868  -0.9687
C: 0.073 1.393 1.222  -0.0941
H: 0.902 2.807 2.401  0.4127
O: 3.812 -0.031 -1.572  -0.9674
H: -1.237 2.186 3.219  0.4798
O: 0.540 -1.459 4.984  -0.9564
H: -1.192 -2.423 2.215  0.4723
H: 1.452 -1.400 3.048  0.5177
H: -0.229 -2.014 4.776  0.4923
H: 0.792 0.951 -0.863  0.1826
H: -1.200 0.293 -1.930  0.4661
O: -0.443 2.067 -4.800  -0.9446
H: -0.489 -3.293 -1.916  0.4712
O: 1.930 -1.370 2.203  -1.0149
O: 0.461 -3.330 -1.963  -0.9783
H: -1.442 -3.741 3.049  0.4917
O: 0.870 -3.385 0.735  -0.9821
H: -0.415 -0.570 -3.831  0.5155
O: -1.703 0.264 -2.755  -0.9368
H: 0.228 0.639 1.993  0.2361
H: 1.117 -0.746 -4.031  0.4951

---

Molecular formula: C3H36NO15
Method: DFT, wB97M-V/def2-TZVPD

Results
Energy relative to the best compared isomer or geometry (same formula, charge and spin) (kJ/mol): 535.55
Total charge: -1
Highest occupied orbital energy (eV): -5.9783
Lowest unoccupied orbital energy (eV): 2.6
2S+1: 1

Last column: natural (NBO) charge in e.
Geometry (Å):
O: 2.925 0.505 -2.006  -0.9546
H: -1.033 -4.049 -1.229  0.5031
H: 3.076 3.054 0.336  0.5082
H: -2.059 0.486 -2.454  0.4942
N: -0.658 0.296 -0.414  -0.7138
H: -1.286 -0.599 -0.507  0.3883
O: -1.208 -3.837 -2.186  -1.0251
O: -3.228 -2.286 -0.828  -1.0317
O: 1.505 -4.177 1.616  -0.9687
H: -1.830 0.243 3.158  0.4529
O: 0.587 3.148 1.817  -1.0547
H: 3.700 -2.521 0.075  0.4759
O: -0.363 -2.025 3.605  -1.0058
H: 1.386 -3.283 1.842  0.4701
H: -0.290 -2.377 0.335  0.5213
H: -0.810 2.159 0.311  0.1689
H: -2.609 -2.989 -1.142  0.5241
H: 0.151 2.410 2.365  0.5001
H: -0.400 -3.436 -2.657  0.4747
H: -0.798 -0.441 3.888  0.4956
H: -1.223 -3.786 0.697  0.4541
O: 3.292 3.036 -1.106  -0.9861
H: -3.339 0.706 0.977  0.2043
H: 0.165 2.633 -0.786  0.4980
H: 3.412 1.776 1.485  0.4866
H: 1.174 -0.564 -0.979  0.0848
H: -2.971 0.865 -0.706  0.2202
H: 3.339 2.022 -1.180  0.5256
H: 3.269 -0.258 -1.605  0.5016
H: 1.347 0.459 0.459  0.1689
O: 0.522 -1.366 0.893  -0.9730
O: -0.677 -3.404 0.188  -1.0572
H: -2.716 -0.226 -3.648  0.4709
H: -0.958 3.116 -2.772  0.4738
O: -1.156 0.499 3.807  -0.9755
O: 3.583 -1.595 -0.033  -0.9839
H: 2.570 -1.601 0.043  0.5037
H: 2.124 0.348 -2.396  0.4806
H: 0.889 -4.203 0.946  0.4815
H: 1.577 3.114 1.821  0.5084
C: 0.665 -0.243 0.035  0.1043
C: -1.294 1.206 0.529  -0.2249
H: -1.142 0.893 1.546  0.1832
H: 2.434 3.420 -1.411  0.5172
H: -3.202 2.285 0.413  0.2030
H: -3.711 -1.670 -1.355  0.4953
O: 0.715 3.413 -1.013  -0.9966
C: -2.795 1.297 0.297  -0.6317
H: 0.029 -1.634 2.767  0.5292
O: 3.003 2.680 1.347  -1.0503
H: 0.209 -2.741 3.940  0.4885
H: 0.756 3.917 -0.145  0.5122
O: -2.794 0.214 -2.873  -0.9648
H: -2.313 2.668 -2.785  0.4656
O: -1.538 2.446 -3.321  -0.9406

---

Molecular formula: C3H36O16
Method: DFT, wB97M-V/def2-TZVPD

Results
Energy relative to the best compared isomer or geometry (same formula, charge and spin) (kJ/mol): 188.73
Highest occupied orbital energy (eV): -8.6758
Lowest unoccupied orbital energy (eV): -0.1
2S+1: 1

Last column: natural (NBO) charge in e.
Geometry (Å):
C: 2.004 1.652 -0.750  0.0946
H: 1.597 3.979 0.524  0.4574
H: 0.917 -0.211 -0.531  0.2256
H: 0.463 3.873 1.463  0.4734
O: -1.378 -0.952 1.898  -0.9826
H: -0.360 -1.411 -1.707  0.4880
H: 2.825 2.282 -0.426  0.1862
H: -2.299 2.016 -0.385  0.4803
H: -0.039 -2.783 4.032  0.4821
H: -0.542 2.097 4.397  0.5114
H: 1.654 0.697 -4.116  0.4831
H: 2.581 1.078 3.432  0.4648
O: -1.772 2.791 -0.202  -0.9781
H: -1.100 2.727 -0.967  0.4996
H: 1.043 -2.179 -1.964  0.5141
O: -0.292 1.235 4.796  -0.9302
H: 0.675 1.281 -2.186  0.5093
O: 1.314 2.049 -1.918  -0.7535
C: 1.604 0.567 -0.162  -0.2881
O: -0.961 -3.464 0.499  -0.9691
H: -2.979 -2.924 -1.489  0.4706
O: -1.132 0.856 -2.478  -0.9976
H: -1.404 -2.181 -3.770  0.4764
O: -1.260 2.594 2.452  -0.9855
H: 3.266 -1.933 -1.879  0.4969
H: 2.850 -2.212 -3.389  0.5031
H: -1.496 2.019 1.749  0.4925
H: 1.256 0.835 4.320  0.4985
H: -3.105 -0.838 -0.761  0.5143
O: -3.022 -2.392 -0.676  -0.9956
H: -1.418 0.290 -3.314  0.4789
C: 2.245 0.044 1.097  -0.6372
O: 2.155 0.510 4.039  -1.0068
H: -2.152 -2.715 -0.228  0.5129
O: 1.622 -0.327 -4.081  -0.9709
O: 0.219 -2.128 -1.439  -1.0177
O: 0.403 -1.947 3.658  -0.9837
H: -0.553 -0.624 2.364  0.5087
H: 1.160 -1.756 4.250  0.5060
H: -1.473 3.495 1.935  0.4951
H: -0.868 -2.924 1.372  0.4989
H: -2.055 -1.251 2.526  0.4812
O: -3.326 0.026 -1.194  -1.0163
H: -0.725 0.630 4.315  0.4643
H: 0.024 -2.764 -4.128  0.4929
H: -0.190 -3.088 0.024  0.5134
O: 2.620 -2.335 -2.474  -0.9584
O: 1.150 4.459 1.122  -0.9335
H: 1.695 -0.440 1.848  0.2335
O: -0.670 -2.141 -4.381  -0.9613
H: 3.052 -0.488 0.629  0.2086
H: -4.158 -0.074 -1.540  0.4704
H: -1.981 0.883 -2.029  0.5103
H: 0.610 -0.389 -4.180  0.4828
H: 2.738 0.756 1.736  0.1862

---

Molecular formula: C3H37NO16
Method: DFT, wB97M-V/def2-TZVPD

Results
Energy relative to the best compared isomer or geometry (same formula, charge and spin) (kJ/mol): 269.32
Total charge: +1
Highest occupied orbital energy (spin up / spin down) (eV): -13.6168 / -13.6127
Lowest unoccupied orbital energy (spin up / spin down) (eV): -3.7 / -9.2
2S+1: 2

Last column: natural (NBO) charge in e.
Geometry (Å):
O: 1.831 3.492 -0.317  -0.9350
O: 3.189 1.311 -1.413  -1.0452
O: -0.470 -3.685 -2.563  -0.8957
O: 1.076 -4.272 2.057  -0.9333
H: 4.133 1.665 -1.369  0.5143
H: -0.517 -3.269 -1.740  0.4396
H: -2.412 1.071 0.598  0.2181
H: -2.118 -2.127 2.172  0.4745
H: -3.090 2.437 -2.185  0.4858
H: 1.964 -1.347 -2.336  0.4519
H: 2.565 0.976 1.824  0.4563
H: 1.206 3.410 0.382  0.4874
H: 1.202 3.635 -1.104  0.5070
C: -1.485 1.030 -0.048  -0.1083
H: 1.301 3.474 2.228  0.5200
O: -1.349 1.233 3.185  -0.9294
H: 1.185 1.453 0.360  0.4349
H: -3.765 0.054 -2.935  0.4871
C: -0.466 -1.389 0.118  -0.1037
H: -0.694 2.291 1.150  0.5261
H: 1.350 -1.500 1.063  0.5141
H: 3.581 0.563 3.077  0.5182
O: -1.701 -2.708 2.886  -0.9154
H: -0.046 -0.181 -3.138  0.4756
H: -2.212 2.887 -1.210  0.4470
C: -0.358 0.074 0.461  -0.1465
H: 2.410 0.017 -2.711  0.5013
O: 0.737 2.709 2.045  -0.9905
H: -0.428 1.018 3.382  0.4446
H: 2.987 -2.192 -1.478  0.4454
H: -0.288 0.163 1.649  0.2317
O: 1.802 -0.630 -2.940  -0.9402
N: 1.041 0.469 0.130  -0.4758
H: -3.872 0.144 1.774  0.4967
O: -3.334 -0.589 2.094  -0.9800
H: 1.883 -3.804 1.964  0.4753
O: -0.744 0.230 -3.311  -0.9328
H: -2.368 0.631 -3.554  0.5124
H: 2.240 -3.480 -0.831  0.4916
H: -3.903 -1.166 2.578  0.4986
H: -0.940 -2.994 2.669  0.4493
H: -0.650 1.135 -3.289  0.4799
H: 1.256 0.471 -0.912  0.4318
O: 3.084 -2.953 -0.900  -0.9276
H: -0.613 -3.031 -3.150  0.4618
O: -3.183 0.783 -2.997  -1.0000
H: -1.758 0.964 -1.129  0.2560
H: -1.118 -2.060 0.870  0.2270
H: 1.078 1.975 2.665  0.5059
O: 0.722 -2.031 0.408  -0.6272
O: 3.088 1.277 2.516  -0.9590
O: -0.806 2.277 0.147  -0.7655
H: -1.783 0.358 3.535  0.5101
H: -0.875 -1.558 -0.943  0.2078
H: 0.381 -3.997 1.446  0.4685
H: 2.598 2.059 -0.892  0.4995
O: -2.542 3.222 -2.042  -0.9419

---

Molecular formula: C3H37O16
Method: DFT, wB97M-V/def2-TZVPD

Results
Energy relative to the best compared isomer or geometry (same formula, charge and spin) (kJ/mol): 248.71
Total charge: -1
Highest occupied orbital energy (eV): -5.4270
Lowest unoccupied orbital energy (eV): 2.1
2S+1: 1

Last column: natural (NBO) charge in e.
Geometry (Å):
H: -2.451 -2.994 0.195  0.4771
O: -1.799 -1.529 2.283  -1.0561
H: -2.657 -1.152 2.164  0.4816
H: 2.349 -0.417 1.423  0.1785
H: -1.176 -0.598 4.784  0.4906
O: -1.205 -0.824 -3.692  -0.9421
H: -0.538 -3.206 -1.723  0.5050
O: 0.217 3.162 0.178  -0.9833
H: -1.200 1.062 1.697  0.5170
O: 1.432 2.368 -2.366  -0.9362
H: 3.327 1.136 -0.104  0.4469
H: -1.283 -1.001 1.619  0.4969
H: 0.706 2.587 -0.452  0.4964
C: 0.743 -1.435 -0.568  -0.6284
H: -3.357 -0.890 0.077  0.5059
H: 1.594 -0.673 -4.057  0.4881
O: -2.526 0.384 -1.585  -1.0306
H: 1.256 0.317 -5.022  0.4669
H: 2.454 3.197 3.213  0.5110
O: 1.080 -2.431 -3.837  -0.9680
H: 1.086 0.730 -0.508  0.1663
O: -0.441 -4.087 -2.075  -0.9927
H: -2.088 -0.019 -2.353  0.4788
H: 0.772 -3.101 -3.257  0.5098
H: 0.730 1.282 4.262  0.5073
C: 0.627 -0.100 0.108  0.0790
H: 0.866 2.438 -3.068  0.4587
H: -0.268 -0.833 -3.666  0.4857
O: -3.828 -0.506 0.787  -0.9922
H: -1.420 -1.737 -3.885  0.4640
H: -3.823 0.459 0.602  0.4857
O: 1.528 0.276 -4.101  -0.9568
C: 1.302 -0.094 1.491  -0.6438
H: 1.790 -1.702 -0.797  0.1853
H: 3.151 2.220 0.891  0.4995
H: 1.303 0.856 1.922  0.2146
O: 3.467 2.049 -0.012  -0.9570
H: 0.737 -0.619 2.299  0.2137
H: 0.265 -2.271 0.044  0.1972
O: -0.922 0.337 4.736  -0.9998
H: 0.609 -2.703 -4.671  0.4706
O: 1.244 2.118 4.351  -0.9732
O: -2.243 -2.341 -0.551  -0.9812
O: -1.527 1.780 2.274  -0.9925
H: -1.594 -1.827 -0.169  0.5007
H: 1.866 1.490 -2.562  0.4854
H: -1.213 -4.573 -1.748  0.4893
O: -0.776 -0.063 0.404  -0.9952
O: 2.789 3.455 2.303  -0.9667
H: -2.333 1.428 2.710  0.4564
H: 0.959 2.310 5.222  0.4633
H: -1.891 0.181 -0.872  0.4962
H: 3.534 4.018 2.385  0.4622
H: 0.238 -1.334 -1.497  0.1887
H: -1.259 0.697 3.888  0.4971
H: -0.203 2.720 0.889  0.4784